# 1
ORCA calculation (the ωB97M-V functional and the def2-TZVPD basis) on a structure of composition C12H40BNa2O12 at a distorted geometry.

Energy relative to the best compared isomer or geometry (same formula, charge and spin) (kcal/mol): 0.00
Strongest force on any atom (Eh/bohr): 0.0298
Kohn-Sham gap (eV): 9.16

```
! RIJCOSX wB97M-V def2-TZVPD def2/J DEFGRID3
* xyz 1 1
Na -11.4260 14.2366 6.6957
Na -14.9315 13.5126 3.0431
B -13.6732 13.1164 5.8656
H -13.4361 13.6206 4.7881
H -13.6134 14.0292 6.6354
H -14.7818 12.6796 5.9681
H -12.8222 12.3037 6.0953
C -14.3786 9.4009 7.2824
C -13.6133 10.0057 8.4313
O -14.0199 11.3911 8.6326
O -13.9762 9.9671 6.0669
H -15.4506 9.5196 7.4833
H -14.1424 8.3354 7.2403
H -12.5452 10.0880 8.2292
H -13.7370 9.5051 9.3929
H -14.8337 11.4458 9.1417
H -13.9053 10.9196 6.1686
C -17.0528 17.2834 5.1085
C -16.7986 15.9909 5.8438
O -15.8991 15.1621 5.0904
O -16.0322 18.2421 5.3113
H -17.9991 17.7113 5.4271
H -17.1124 17.0607 4.0368
H -17.7635 15.4619 5.9112
H -16.4865 16.1201 6.8802
H -15.3769 14.6240 5.6989
H -15.2318 17.9840 4.8461
C -9.2180 16.8829 4.3510
C -10.0814 15.8526 3.6740
O -10.1988 14.7033 4.4923
O -8.9212 17.8454 3.3528
H -8.2860 16.4369 4.7241
H -9.7229 17.3412 5.2103
H -9.6716 15.6594 2.6822
H -11.0548 16.3532 3.5583
H -10.7726 14.0484 4.0644
H -8.4522 18.5639 3.7868
C -9.8996 10.9291 2.5611
C -11.0451 10.9353 3.5193
O -11.4358 12.2995 3.7871
O -8.7620 11.4780 3.1826
H -10.1776 11.5077 1.6664
H -9.7437 9.9035 2.2072
H -10.7404 10.4452 4.4470
H -11.8871 10.3961 3.0784
H -12.0776 12.2346 4.5061
H -7.9692 11.1551 2.7467
C -18.2503 10.4365 4.8293
C -17.1023 10.9137 3.9425
O -16.6067 12.1814 4.3835
O -17.8876 10.2725 6.1866
H -18.5940 9.4607 4.4808
H -19.1017 11.1118 4.6712
H -17.5431 11.0490 2.9536
H -16.3045 10.1672 3.9263
H -16.0099 12.0260 5.1274
H -17.3783 11.0499 6.4381
C -11.9371 12.9876 10.3175
C -12.0241 14.3683 10.8804
O -13.3296 14.9096 10.6649
O -12.1820 13.0285 8.9115
H -12.7210 12.4056 10.8037
H -10.9552 12.5510 10.5125
H -11.3064 15.0826 10.4629
H -11.8596 14.3134 11.9573
H -13.4208 14.9843 9.7105
H -12.9100 12.4214 8.6863
*
```


# 2
ORCA calculation (the ωB97M-V functional and the def2-TZVPD basis) on the molecule C2H2N4O2 at a distorted geometry.

Energy relative to the best compared isomer or geometry (same formula, charge and spin) (kcal/mol): 153.03
Strongest force on any atom (Eh/bohr): 0.2114
SMILES string: [H]/N=c1/nnc(O)no1
Kohn-Sham gap (eV): 8.75

```
! RIJCOSX wB97M-V def2-TZVPD def2/J DEFGRID3
* xyz 0 1
C -1.2695 -0.0243 -0.1892
C 1.4306 -0.0198 0.0402
H -2.9322 -0.8113 0.2245
H 3.0319 -0.7741 0.2196
N -0.5944 1.3070 -0.0754
N 0.6270 1.2848 -0.0339
N 2.6620 0.1364 0.0925
N -0.5844 -1.0626 -0.2139
O -2.6940 0.0048 0.2212
O 0.7143 -1.2309 0.0370
*
```


# 3
ORCA calculation (the ωB97M-V functional and the def2-TZVPD basis) on a cluster of 2 separate species, C3H2ClF2N in total at a distorted geometry.

Energy relative to the best compared isomer or geometry (same formula, charge and spin) (kcal/mol): 50.70
Strongest force on any atom (Eh/bohr): 0.0916
Kohn-Sham gap (spin up / spin down) (eV): 9.05 / 9.05

```
! RIJCOSX wB97M-V def2-TZVPD def2/J DEFGRID3
* xyz 0 1
C -1.3301 0.4587 -0.5436
C 1.0027 -0.3528 -0.3040
C -0.4130 -0.1637 0.2885
N -2.1326 0.8618 -1.2712
F 1.8615 -0.8176 0.6485
F -0.0188 1.5522 1.4778
Cl -1.0825 -1.1151 1.5783
H 1.3327 0.5819 -0.7477
H 0.7801 -1.0055 -1.1266
*
```


# 4
ORCA calculation (the ωB97M-V functional and the def2-TZVPD basis) on a structure of composition C14H20BaN2O3 at a distorted geometry.

Strongest force on any atom (Eh/bohr): 0.0569
Kohn-Sham gap (eV): 7.61

```
! RIJCOSX wB97M-V def2-TZVPD def2/J DEFGRID3
* xyz 0 1
Ba 0.2400 1.6908 -1.4007
C 0.8760 -2.3909 2.9832
C 1.0905 -1.7140 1.6274
C 2.5887 -1.5625 1.3625
C 0.3280 -0.4055 1.5612
C -0.9875 -0.3720 1.0896
C -1.7375 0.7998 1.1004
C -1.1771 1.9952 1.5552
C -1.9769 3.2727 1.5111
C 0.1363 1.9660 2.0182
C 0.8746 0.7853 2.0306
H 1.3917 -3.3526 3.0233
H -0.1831 -2.5632 3.1814
H 1.2697 -1.7621 3.7868
H 0.6598 -2.3651 0.8602
H 3.0981 -1.1053 2.2151
H 2.7979 -0.9412 0.4925
H 3.0481 -2.5392 1.2016
H -1.4318 -1.2801 0.6964
H -2.7391 0.8102 0.6869
H -2.5281 3.3508 0.5718
H -1.3377 4.1494 1.6226
H -2.7117 3.3000 2.3181
H 0.5912 2.8826 2.3795
H 1.8899 0.8016 2.4109
N 2.0591 -0.4148 -2.0366
C 1.5480 -0.7891 -3.3812
C 0.0279 -0.6348 -3.5398
O -0.4078 -0.7768 -4.6861
N -0.6362 -0.3626 -2.4064
C -2.0927 -0.1869 -2.5567
C -2.6175 1.1323 -1.9564
O -3.6944 1.1687 -1.3929
O -1.8024 2.1728 -2.0807
H 1.6967 -1.0887 -1.3704
H 3.0682 -0.5063 -2.0212
H 2.0252 -0.1602 -4.1322
H 1.7756 -1.8222 -3.6488
H -2.3763 -0.1939 -3.6131
H -2.6432 -0.9884 -2.0634
*
```


# 5
ORCA calculation (the ωB97M-V functional and the def2-TZVPD basis) on the ion C6H15N2O with charge +1 at a distorted geometry.

Energy relative to the best compared isomer or geometry (same formula, charge and spin) (kcal/mol): 69.67
Strongest force on any atom (Eh/bohr): 0.0969
SMILES string: CC[C@]1(N)O[C@@H]1[NH+](C)C
Kohn-Sham gap (eV): 10.83

```
! RIJCOSX wB97M-V def2-TZVPD def2/J DEFGRID3
* xyz 1 1
C 0.5469 -0.7620 0.3455
C -0.4479 1.5815 -2.5155
C -1.1953 -1.2437 2.0078
C 0.5440 0.5772 2.2793
C -0.6226 0.3230 -1.5279
C 0.6069 -0.4002 -1.0786
N 1.8665 -0.3204 -1.6896
N -0.3316 -0.2667 1.4024
O -0.0155 -1.6275 -0.4959
H 1.4041 -1.0789 1.0065
H 0.2527 1.4276 -3.2912
H -0.0184 2.3293 -1.9622
H -1.4050 1.9870 -3.0011
H -0.7676 -1.9204 2.7744
H -2.1053 -0.8079 2.4822
H -1.7387 -1.8591 1.2356
H 0.0729 0.6745 3.2790
H 1.5336 0.0486 2.2150
H 0.5146 1.6938 1.9411
H -1.2556 -0.4468 -2.1174
H -1.2047 0.6576 -0.7030
H 2.0983 -0.6318 -2.6563
H 2.6138 -0.4570 -0.9322
H -0.9461 0.5221 1.0019
*
```


# 6
ORCA calculation (the ωB97M-V functional and the def2-TZVPD basis) on a structure of composition C31H33N5O13S at a distorted geometry.

Strongest force on any atom (Eh/bohr): 0.0596
Kohn-Sham gap (eV): 8.63

```
! RIJCOSX wB97M-V def2-TZVPD def2/J DEFGRID3
* xyz 0 1
C 4.6349 -1.5067 0.1573
C 3.5912 -0.7856 -0.6237
C 3.8090 -0.6040 -2.1034
N 2.5461 -0.3701 -0.0059
C 1.2600 -0.8222 -0.4137
C 1.0293 -2.3270 -0.4884
C 1.5652 -3.0274 -1.7208
O 1.1909 -4.3902 -1.7348
C 0.3217 -0.3462 0.7591
O -0.4066 0.8116 0.3529
S -0.7371 0.5137 -1.2021
O -1.8077 -0.4147 -1.1779
O -0.9646 1.7314 -1.8615
O 0.6353 -0.1493 -1.5800
H 4.1883 -2.4553 0.4449
H 5.5072 -1.7583 -0.4325
H 4.9431 -0.9885 1.0553
H 2.9725 -1.0660 -2.6168
H 4.6844 -1.1689 -2.3981
H 3.8905 0.4392 -2.3706
H 1.3582 -2.8033 0.4275
H -0.0524 -2.4537 -0.5059
H 2.6510 -3.0502 -1.6632
H 1.3158 -2.5142 -2.6476
H 0.2393 -4.4345 -1.5716
H -0.3105 -1.1106 1.1993
H 0.9814 -0.0603 1.5635
C 6.9647 -0.1399 6.8646
C 6.0705 0.7899 6.3521
C 5.2179 0.4369 5.3197
C 5.2727 -0.8501 4.8175
C 6.1615 -1.7870 5.3116
C 7.0125 -1.4251 6.3422
N 4.3545 -1.2352 3.7372
O 3.5976 -0.3866 3.3075
O 4.4032 -2.3831 3.3350
H 7.6259 0.1377 7.6746
H 6.0356 1.7907 6.7592
H 4.5218 1.1584 4.9194
H 6.1951 -2.7867 4.9055
H 7.7114 -2.1469 6.7407
C -4.7335 1.6424 0.9681
C -5.9906 2.2220 1.0838
C -6.5262 2.9323 0.0236
C -5.7911 3.0477 -1.1429
C -4.5355 2.4823 -1.2720
C -4.0060 1.7754 -0.2061
N -6.3658 3.7813 -2.2762
O -7.4660 4.2892 -2.1285
O -5.7184 3.8470 -3.3019
H -4.3193 1.0831 1.7968
H -6.5548 2.1178 2.0003
H -7.5029 3.3839 0.1106
H -3.9696 2.5835 -2.1862
H -3.0281 1.3265 -0.2970
C -6.8110 7.2114 -3.1634
C -7.1814 7.5306 -4.4623
C -7.2143 8.8533 -4.8716
C -6.8696 9.8431 -3.9692
C -6.5043 9.5447 -2.6697
C -6.4767 8.2193 -2.2684
N -6.8813 11.2462 -4.4055
O -7.2255 11.4807 -5.5480
O -6.5437 12.0924 -3.5995
H -6.7838 6.1746 -2.8518
H -7.4423 6.7449 -5.1575
H -7.5024 9.1022 -5.8817
H -6.2420 10.3285 -1.9753
H -6.1909 7.9708 -1.2554
C 1.4783 -9.5585 0.5807
C 2.7385 -10.0527 0.8894
C 3.8637 -9.2805 0.6541
C 3.7071 -8.0174 0.1138
C 2.4612 -7.5128 -0.2061
C 1.3408 -8.2918 0.0302
N 4.8965 -7.1830 -0.1155
O 5.9812 -7.6590 0.1575
O 4.7252 -6.0639 -0.5602
H 0.6009 -10.1625 0.7706
H 2.8442 -11.0400 1.3168
H 4.8444 -9.6626 0.8938
H 2.3541 -6.5247 -0.6331
H 0.3593 -7.9093 -0.2129
*
```


# 7
ORCA calculation (the ωB97M-V functional and the def2-TZVPD basis) on the molecule C4H4N2 at a distorted geometry.

Energy relative to the best compared isomer or geometry (same formula, charge and spin) (kcal/mol): 126.44
Strongest force on any atom (Eh/bohr): 0.1438
Kohn-Sham gap (eV): 8.65

```
! RIJCOSX wB97M-V def2-TZVPD def2/J DEFGRID3
* xyz 0 1
C -0.0549 1.3373 -0.4029
C -3.1377 -0.5269 0.8223
C -1.0381 0.5296 -0.0635
C 1.2083 -0.7313 -0.0500
N -2.1186 -0.0435 0.4541
N 0.1430 -0.0811 -0.7995
H 0.3955 2.1944 -0.2750
H 1.1351 -1.8508 -0.0972
H 2.1293 -0.3995 -0.6262
H 1.3381 -0.4282 1.0378
*
```


# 8
ORCA calculation (the ωB97M-V functional and the def2-TZVPD basis) on a cluster of 2 separate species, C15H18O in total at a distorted geometry.

Energy relative to the best compared isomer or geometry (same formula, charge and spin) (kcal/mol): 79.43
Strongest force on any atom (Eh/bohr): 0.1189
SMILES string: Cc1ccc(O)cc1.CCc1ccccc1
Kohn-Sham gap (eV): 9.29

```
! RIJCOSX wB97M-V def2-TZVPD def2/J DEFGRID3
* xyz 0 1
C 1.4098 -0.1267 -2.5825
C 1.7453 -1.6433 -2.3847
C 1.9471 0.8565 -1.4949
C 1.0963 1.7144 -0.8562
C 3.3085 0.6689 -1.3308
C 1.6121 2.4830 0.2083
C 3.7000 1.4334 -0.1242
C 2.9053 2.3073 0.5894
H 1.6038 0.1580 -3.6619
H 0.2902 -0.0784 -2.6605
H 2.0878 -2.3836 -3.1024
H 0.0529 1.6258 -0.9842
H 3.7786 -0.1102 -1.9881
H 0.8797 3.2048 0.6575
H 4.6451 1.2379 0.1721
H 3.3528 2.9267 1.3524
H 0.9118 -2.2833 -2.1630
H 2.4239 -1.6462 -1.4577
C -4.5229 -0.2180 0.1528
C -2.1359 -0.6939 0.3122
C -3.2403 -0.2909 1.0513
C -0.9594 -1.1158 0.9781
C -0.7660 -0.9639 2.3153
C -3.1653 -0.2510 2.3979
C -1.9843 -0.7008 3.0263
O 0.3990 -1.4219 2.7983
H -2.1616 -0.6818 -0.7337
H -0.0103 -1.2965 0.3305
H -4.5985 -1.0828 -0.3411
H -4.3130 0.7005 -0.5587
H -4.0649 -0.0721 3.0116
H 1.0948 -1.1216 2.2685
H -1.9196 -1.0273 4.0713
H -5.4024 -0.1072 0.7313
*
```


# 9
ORCA calculation (the ωB97M-V functional and the def2-TZVPD basis) on a cluster of 6 separate species, C51H110O5S in total.

Strongest force on any atom (Eh/bohr): 0.0131
SMILES string: CCCCCCCCCCC[C@H]1CCS(=O)(=O)O[C@@H]1CCCC(=O)OCC.CCCCCC.CCCCCC.CCCCCC.CCCCCC.CCCCCC
Kohn-Sham gap (eV): 10.60

```
! RIJCOSX wB97M-V def2-TZVPD def2/J DEFGRID3
* xyz 0 1
C -6.6810 -7.5216 -2.0483
C -5.7745 -8.0164 -3.1772
C -5.1798 -6.8526 -4.0069
C -3.6812 -6.5866 -3.7564
C -3.3530 -5.2476 -3.0950
C -3.7991 -4.0232 -3.8917
C -3.7334 -2.7171 -3.1053
C -2.3319 -2.3265 -2.6011
C -2.3463 -1.7179 -1.1979
C -2.5515 -2.7801 -0.1171
C -2.4590 -2.2106 1.2949
C -1.0269 -1.9104 1.7688
C -0.9971 -0.6540 2.6364
C 0.4315 -0.2402 3.0392
S 1.6049 -1.5545 3.3426
O 1.6303 -1.8054 4.7555
O 2.8180 -1.2359 2.6488
O 1.0261 -2.8482 2.6259
C -0.4143 -3.0260 2.6258
C -0.7558 -4.4765 2.2633
C 0.3772 -5.4982 2.3965
C 1.4347 -5.3700 1.2953
C 2.2037 -6.6503 1.1117
O 2.2324 -7.5062 1.9473
O 2.9415 -6.8098 -0.0026
C 2.7285 -5.9506 -1.1238
C 1.4011 -6.2251 -1.8434
H -7.4024 -6.8084 -2.4493
H -6.0820 -6.9844 -1.3094
H -7.2074 -8.3395 -1.5602
H -6.3511 -8.6614 -3.8414
H -4.9586 -8.6039 -2.7547
H -5.3209 -7.0802 -5.0633
H -5.7630 -5.9566 -3.7912
H -3.2891 -7.3768 -3.1113
H -3.1269 -6.6692 -4.6941
H -2.2672 -5.2021 -2.9729
H -3.7903 -5.2122 -2.0909
H -3.2257 -3.9491 -4.8215
H -4.8380 -4.1642 -4.2011
H -4.4182 -2.7930 -2.2548
H -4.1023 -1.8940 -3.7220
H -1.8754 -1.6359 -3.3112
H -1.6924 -3.2120 -2.5681
H -1.3755 -1.2426 -1.0228
H -3.1208 -0.9505 -1.1248
H -3.5473 -3.2154 -0.2470
H -1.8381 -3.5861 -0.2936
H -3.0254 -1.2753 1.3170
H -2.9416 -2.8573 2.0322
H -0.3542 -1.7565 0.9178
H -1.5639 -0.8726 3.5440
H -1.4612 0.1819 2.1148
H 0.3917 0.2947 3.9860
H 0.8747 0.3889 2.2720
H -0.7487 -2.8693 3.6572
H -1.1629 -4.5604 1.2587
H -1.5525 -4.7840 2.9426
H 0.8387 -5.4885 3.3815
H -0.0790 -6.4843 2.2902
H 0.9905 -5.0005 0.3733
H 2.1698 -4.6175 1.5921
H 2.8396 -4.9020 -0.8470
H 3.5551 -6.1727 -1.7950
H 0.7705 -5.3400 -1.9038
H 0.8621 -7.0042 -1.3041
H 1.5819 -6.6095 -2.8448
C 9.4818 2.2798 3.0599
C 8.6463 1.0157 2.8823
C 7.3954 1.2343 2.0332
C 6.3898 2.2281 2.6164
C 5.8752 1.8701 4.0098
C 5.1215 0.5426 4.0532
H 8.9242 3.0615 3.5788
H 10.3784 2.0743 3.6474
H 9.7980 2.6755 2.0916
H 8.3729 0.6143 3.8617
H 9.2608 0.2499 2.4017
H 6.9021 0.2725 1.8706
H 7.6997 1.5874 1.0423
H 5.5370 2.2971 1.9333
H 6.8341 3.2283 2.6432
H 5.2067 2.6678 4.3471
H 6.7033 1.8498 4.7250
H 4.2669 0.5560 3.3819
H 4.7540 0.3401 5.0607
H 5.7579 -0.2951 3.7659
C 13.3162 7.8271 2.2196
C 12.4625 6.5784 2.0189
C 11.2234 6.8189 1.1581
C 10.2263 7.8264 1.7342
C 9.7026 7.4796 3.1267
C 8.9411 6.1587 3.1745
H 12.7655 8.6142 2.7367
H 14.2013 7.6022 2.8160
H 13.6523 8.2260 1.2602
H 12.1711 6.1740 2.9922
H 13.0705 5.8063 1.5405
H 10.7197 5.8632 0.9884
H 11.5396 7.1701 0.1707
H 9.3787 7.9065 1.0462
H 10.6824 8.8198 1.7634
H 9.0421 8.2848 3.4591
H 10.5283 7.4505 3.8431
H 8.0830 6.1809 2.4987
H 8.5690 5.9658 4.1819
H 9.5764 5.3175 2.8947
C -6.2630 0.3686 -1.9426
C -7.1788 -0.3615 -2.9209
C -7.1159 0.1947 -4.3423
C -7.5605 1.6516 -4.4825
C -8.9791 1.9392 -3.9932
C -10.0542 1.1745 -4.7596
H -6.5330 1.4203 -1.8387
H -6.3218 -0.0837 -0.9511
H -5.2232 0.3172 -2.2750
H -8.2065 -0.3362 -2.5490
H -6.8923 -1.4166 -2.9498
H -7.7214 -0.4373 -4.9975
H -6.0882 0.1091 -4.7107
H -7.4854 1.9362 -5.5366
H -6.8624 2.3013 -3.9474
H -9.1673 3.0111 -4.0932
H -9.0620 1.7158 -2.9261
H -10.0198 1.4165 -5.8242
H -11.0483 1.4311 -4.3905
H -9.9364 0.0948 -4.6545
C 11.2128 3.5768 9.2552
C 10.0578 2.7973 8.6332
C 9.8897 3.0492 7.1358
C 9.5682 4.4961 6.7585
C 8.3097 5.0714 7.4052
C 7.0359 4.3265 7.0193
H 11.0665 4.6544 9.1678
H 11.3120 3.3459 10.3166
H 12.1574 3.3248 8.7687
H 9.1300 3.0348 9.1608
H 10.2280 1.7286 8.7866
H 9.1069 2.3893 6.7504
H 10.8094 2.7539 6.6205
H 9.4617 4.5492 5.6709
H 10.4182 5.1381 7.0078
H 8.2142 6.1179 7.1017
H 8.4149 5.0805 8.4935
H 6.8895 4.3424 5.9365
H 6.1612 4.7857 7.4821
H 7.0646 3.2834 7.3381
C -15.1563 -0.2408 -9.8705
C -14.6575 1.1391 -9.4518
C -13.3227 1.1052 -8.7091
C -13.3408 0.3325 -7.3890
C -14.3616 0.8292 -6.3664
C -14.1237 2.2690 -5.9200
H -15.3330 -0.8854 -9.0083
H -16.0957 -0.1655 -10.4195
H -14.4298 -0.7362 -10.5179
H -15.4166 1.6318 -8.8384
H -14.5404 1.7594 -10.3442
H -12.9921 2.1314 -8.5270
H -12.5657 0.6583 -9.3613
H -12.3418 0.3850 -6.9441
H -13.5245 -0.7271 -7.5871
H -14.3194 0.1751 -5.4916
H -15.3741 0.7334 -6.7677
H -13.1313 2.3793 -5.4778
H -14.8585 2.5724 -5.1732
H -14.1987 2.9682 -6.7540
*
```


# 10
ORCA calculation (the ωB97M-V functional and the def2-TZVPD basis) on the molecule C2H4NP at a distorted geometry.

Energy relative to the best compared isomer or geometry (same formula, charge and spin) (kcal/mol): 102.88
Strongest force on any atom (Eh/bohr): 0.1165
Expectation value of S²: 2.01
Kohn-Sham gap (spin up / spin down) (eV): 6.32 / 6.95

```
! RIJCOSX wB97M-V def2-TZVPD def2/J DEFGRID3
* xyz 0 3
C 0.1320 -0.3566 -0.0237
C -1.2871 0.0245 -0.3656
N -0.6717 -1.1894 0.4284
P 1.7737 0.1232 -0.1313
H -1.6178 0.9539 0.0787
H -1.7775 -0.3223 -1.2066
H 2.0296 -0.6390 1.1125
H 1.4188 1.4056 0.1076
*
```